(P)
Density functional theory data (ωB97M-V/def2-TZVPD) for C23H32N6O3PRuS3 as an isolated structure.

The value obtained for the orbital gap (spin up / spin down) is 7.9 / 6.6 eV. The value obtained for the HOMO energy (spin up / spin down) is -7.7 / -7.7 eV. As for the spin multiplicity: 2.

```
69
C23H32N6O3PRuS3 (ωB97M-V/def2-TZVPD)
Ru 0.3064 -0.5471 0.4144
S -0.6537 -1.1685 2.3979
C -1.0024 0.5188 2.7045
S -0.4306 1.5021 1.4067
C -1.7034 0.9598 3.7957
C -2.1873 0.0478 4.7781
N -2.5774 -0.6917 5.5705
C -2.0445 2.3380 3.9215
N -2.3217 3.4537 3.9940
C -5.7285 0.2925 3.9469
C -4.9877 0.0557 2.6616
C -4.7876 -1.2358 2.1776
C -4.0906 -1.4562 1.0029
C -3.5756 -0.3722 0.3060
C -3.7531 0.9214 0.7715
C -4.4641 1.1276 1.9419
S -2.7025 -0.6690 -1.1909
O -3.4020 -1.6879 -1.9278
O -2.4618 0.6032 -1.8269
N -1.2576 -1.2379 -0.7293
C -0.7399 -2.4855 -0.9686
C -1.2403 -3.5963 -1.6622
C -0.4459 -4.7207 -1.7093
C 0.8081 -4.7465 -1.0956
C 1.2322 -3.6140 -0.4404
N 0.4788 -2.5135 -0.3850
H -6.3152 -0.5796 4.2320
H -6.3954 1.1507 3.8622
H -5.0265 0.4941 4.7580
H -5.1847 -2.0780 2.7305
H -3.9515 -2.4610 0.6246
H -3.3247 1.7516 0.2300
H -4.5975 2.1369 2.3135
H -2.2103 -3.5538 -2.1276
H -0.8046 -5.5979 -2.2324
H 1.4335 -5.6264 -1.1240
H 2.1916 -3.5715 0.0607
N 2.1084 -0.1815 1.5640
C 3.4148 0.1852 0.9629
C 3.6529 -0.5405 -0.3592
C 3.4236 0.3371 -1.5898
C 2.1447 1.1552 -1.5819
N 0.9235 0.3360 -1.4532
H 1.8266 0.5301 2.2377
H 2.2201 -1.0381 2.0985
H 4.2078 -0.0354 1.6793
H 3.4164 1.2653 0.8173
H 2.9945 -1.4118 -0.3975
H 4.6731 -0.9266 -0.3933
H 3.4550 -0.2900 -2.4863
H 4.2538 1.0429 -1.6844
H 2.0841 1.7480 -2.4959
H 2.1236 1.8732 -0.7625
H 0.8809 -0.3467 -2.2065
H 0.1471 0.9960 -1.6043
C -2.8072 3.8891 -1.6761
P -1.2649 3.5958 -2.5501
C -1.7222 2.7735 -4.0840
C -0.6697 5.2322 -3.0277
O -0.2426 2.8528 -1.7558
H -3.4517 4.5698 -2.2333
H -2.5823 4.3159 -0.6982
H -3.3123 2.9323 -1.5503
H -2.4674 3.3487 -4.6347
H -2.1307 1.7963 -3.8280
H -0.8348 2.6474 -4.7050
H -1.4135 5.7702 -3.6164
H 0.2440 5.1245 -3.6121
H -0.4417 5.8016 -2.1267
```

Löwdin population analysis, charges in e, atoms 1 to 2:
1 Ru 0.864
2 S 0.614

---

(Q)
Density functional theory data (ωB97M-V/def2-TZVPD) for C23H32N6O3PRuS3 as an isolated structure.

The value obtained for the orbital gap (spin up / spin down) is 7.8 / 6.6 eV. The value obtained for the HOMO energy (spin up / spin down) is -7.6 / -7.5 eV. As for the spin multiplicity: 2.

```
69
C23H32N6O3PRuS3 (ωB97M-V/def2-TZVPD)
Ru 0.2033 -0.6821 0.4956
S -0.9345 -1.2959 2.4722
C -0.9659 0.3798 2.8863
S -0.2450 1.2921 1.5935
C -1.4952 0.9255 4.0299
C -2.0865 0.0957 5.0241
N -2.5630 -0.5862 5.8212
C -1.5402 2.3390 4.1926
N -1.5788 3.4871 4.2843
C -5.3641 1.3302 3.8481
C -4.7804 0.7228 2.6042
C -4.9847 -0.6204 2.2988
C -4.4185 -1.1916 1.1704
C -3.6404 -0.4013 0.3395
C -3.4229 0.9395 0.6175
C -3.9952 1.4937 1.7479
S -2.9350 -1.1047 -1.1015
O -3.6019 -2.3499 -1.3869
O -2.9232 -0.1075 -2.1446
N -1.4043 -1.4405 -0.6253
C -0.6852 -2.4397 -1.2224
C -0.9883 -3.2119 -2.3599
C -0.0297 -4.0910 -2.8024
C 1.2021 -4.1990 -2.1450
C 1.4203 -3.4074 -1.0454
N 0.4925 -2.5627 -0.5766
H -6.1844 0.7273 4.2354
H -5.7298 2.3396 3.6588
H -4.6062 1.3947 4.6313
H -5.5933 -1.2281 2.9570
H -4.5753 -2.2333 0.9268
H -2.7952 1.5260 -0.0382
H -3.8130 2.5365 1.9849
H -1.9385 -3.1006 -2.8551
H -0.2265 -4.7014 -3.6746
H 1.9623 -4.8898 -2.4786
H 2.3501 -3.4619 -0.4909
N 1.9190 -0.8044 1.7661
C 3.1659 -0.0737 1.4410
C 3.6756 -0.4294 0.0432
C 3.5231 0.6910 -0.9843
C 2.1203 1.2654 -1.1061
N 1.0832 0.2280 -1.2702
H 1.5856 -0.5278 2.6888
H 2.1200 -1.7995 1.8381
H 3.9181 -0.3041 2.1978
H 2.9369 0.9892 1.5240
H 3.1424 -1.3183 -0.3039
H 4.7291 -0.7082 0.0937
H 3.8573 0.3219 -1.9586
H 4.1945 1.5130 -0.7216
H 2.0837 1.9567 -1.9510
H 1.8571 1.8473 -0.2216
H 1.3792 -0.4616 -1.9567
H 0.2614 0.7211 -1.6592
C -3.3738 3.2456 -1.9663
P -1.7203 3.0194 -2.6332
C -1.9684 2.3899 -4.3000
C -1.0515 4.6841 -2.8144
O -0.8239 2.1413 -1.8213
H -3.9476 3.9178 -2.6056
H -3.3159 3.6688 -0.9632
H -3.8643 2.2741 -1.9196
H -2.6226 3.0394 -4.8821
H -2.4133 1.3983 -4.2106
H -1.0037 2.3062 -4.8012
H -1.7226 5.3197 -3.3928
H -0.0841 4.6326 -3.3142
H -0.9102 5.1159 -1.8234
```

Löwdin population analysis, charges in e, atoms 1 to 2:
1 Ru 0.863
2 S 0.636

---

Least stable: (Q)

---

(P)
Density functional theory data (ωB97M-V/def2-TZVPD) for one molecule with the formula C5H6S.

The value obtained for the orbital gap is 7.9 eV. The value obtained for the HOMO energy is -8.6 eV.

```
12
C5H6S (ωB97M-V/def2-TZVPD)
C 1.9535 -0.9437 -0.1338
C 1.4862 0.3027 0.1646
C 0.1477 0.6204 -0.0875
C -0.9401 -0.0433 0.3977
C -2.2573 0.3613 -0.0216
S -3.6433 -0.3917 -0.0237
H 1.3846 -1.8207 -0.6485
H 2.9457 -1.2433 -0.0498
H 2.2143 1.1350 0.4524
H 0.0129 1.5869 -0.7700
H -1.0408 -1.0529 0.9601
H -2.2635 1.4896 -0.2399
```

Löwdin population analysis, charges in e, atoms 1 to 2:
1 C 0.027
2 C -0.206

---

(Q)
Density functional theory data (ωB97M-V/def2-TZVPD) for one molecule with the formula C5H6S.

The value obtained for the orbital gap is 7.6 eV. The value obtained for the HOMO energy is -8.7 eV.

```
12
C5H6S (ωB97M-V/def2-TZVPD)
C -2.0330 0.9090 -0.0434
C -1.1266 -0.3884 0.2467
C 0.3686 -0.3917 0.0705
C 1.5924 -0.5846 0.0054
C 2.9434 -0.5435 0.0086
S 4.1859 0.6209 0.0943
H -3.1069 0.8012 -0.5026
H -1.4243 1.4330 -0.9389
H -2.2793 1.7215 0.8916
H -1.0774 -1.2743 -0.5326
H -1.2718 -0.7512 1.1810
H 3.2289 -1.5520 -0.4804
```

Löwdin population analysis, charges in e, atoms 1 to 2:
1 C -0.121
2 C -0.228

---

(R)
Density functional theory data (ωB97M-V/def2-TZVPD) for one molecule with the formula C5H6S.

The value obtained for the orbital gap is 8.3 eV. The value obtained for the HOMO energy is -8.5 eV.

```
12
C5H6S (ωB97M-V/def2-TZVPD)
S -2.9141 0.1130 -0.0520
C -1.2899 0.0646 -0.0223
C -0.3954 1.3132 0.1093
C 0.8572 1.0137 -0.2088
C 1.0439 -0.5247 0.0596
C -0.3324 -1.1066 -0.0335
H -0.8160 2.2525 0.3930
H 1.6774 1.7247 -0.4204
H 1.6749 -1.0302 -0.6674
H 1.6299 -0.6542 0.9816
H -0.6610 -1.6284 0.8322
H -0.4746 -1.5376 -0.9714
```

Löwdin population analysis, charges in e, atoms 1 to 2:
1 S 0.683
2 C -0.773

---

Least stable: (Q)